(1)
The following is a quantum chemistry calculation of one molecule with the formula C6H8, from OMol25.

As for the charge: 0. The value obtained for the LUMO energy is 0.0427 Ha. Its SMILES is C#CC1CCC1.

Cartesian coordinates (Å):
C: 1.811 0.416 -0.666
C: 0.087 -0.176 0.558
C: -1.445 -0.359 0.532
C: -2.675 -0.437 0.318
C: 0.678 -0.723 -0.738
C: 0.849 1.167 0.277
H: 0.121 1.815 -0.332
H: 0.955 -1.769 -0.712
H: 2.820 0.162 -0.227
H: 0.129 -0.478 -1.593
H: 0.551 -0.873 1.352
H: -3.717 -0.701 0.351
H: 1.923 0.863 -1.659
H: 1.387 1.659 1.129


(2)
The following is a quantum chemistry calculation of one molecule with the formula C6H8, from OMol25.

As for the charge: 0. The value obtained for the LUMO energy is 0.0105 Ha.

Cartesian coordinates (Å):
C: 1.433 -0.223 0.767
C: -1.795 0.279 -0.088
C: 1.474 0.636 -0.474
C: 0.223 0.410 -1.266
C: -0.552 -0.550 -0.421
C: 0.289 -0.901 0.791
H: 2.222 -0.269 1.512
H: -0.878 -1.418 -1.002
H: -0.009 -1.601 1.565
H: -1.518 1.291 0.199
H: -2.303 -0.168 0.759
H: 2.304 0.387 -1.154
H: -2.496 0.417 -0.906
H: 1.606 1.709 -0.282


(3)
The following is a quantum chemistry calculation of one molecule with the formula C6H8, from OMol25.

As for the charge: 0. The value obtained for the LUMO energy is 0.0427 Ha. Its SMILES is C#CCC1CC1.

Cartesian coordinates (Å):
C: 1.601 -1.222 -0.696
C: 0.897 0.255 1.162
C: -0.581 -0.357 -0.891
C: 1.731 -0.649 0.375
C: -0.160 0.660 0.077
C: -1.609 0.685 0.172
H: 1.806 -1.848 -1.526
H: -0.554 -0.204 -1.966
H: 0.191 1.542 -0.459
H: -2.151 -0.051 0.757
H: 1.402 1.160 1.510
H: 0.453 -0.248 2.031
H: -2.156 1.633 0.038
H: -0.870 -1.358 -0.584


(4)
The following is a quantum chemistry calculation of one molecule with the formula C6H8, from OMol25.

As for the charge: 0. The value obtained for the LUMO energy (alpha / beta) is 0.0393 / -0.0275 Ha. As for the spin multiplicity: 3.

Cartesian coordinates (Å):
C: -0.482 1.481 0.379
C: 2.539 -0.538 0.380
C: -1.457 -0.992 0.030
C: -0.470 0.044 0.349
C: 1.533 0.169 -0.102
C: 0.468 0.897 -0.693
H: -2.029 -1.062 0.977
H: 0.523 1.207 -1.800
H: -1.329 -1.992 -0.459
H: -1.471 1.976 0.139
H: 2.480 -1.481 0.880
H: -0.032 1.915 1.202
H: -2.282 -0.651 -0.673
H: 3.548 -0.154 0.015


(5)
The following is a quantum chemistry calculation of a 2-piece molecular cluster, C6H8 overall, from OMol25.

As for the charge: 0. The value obtained for the LUMO energy (alpha / beta) is 0.0364 / -0.0864 Ha. As for the spin multiplicity: 3.

Cartesian coordinates (Å):
C: 0.730 1.614 1.312
C: -0.601 -1.601 -0.927
C: 0.013 -1.350 0.072
C: -1.230 -1.899 -2.256
C: 1.013 2.391 0.274
C: 0.493 1.006 2.476
H: -0.009 0.056 2.712
H: -0.429 -2.063 -2.965
H: 0.283 -0.793 0.984
H: -2.064 -1.234 -2.616
H: 1.083 1.389 3.278
H: 0.695 3.386 0.230
H: -1.778 -2.921 -2.179
H: 1.801 2.019 -0.395


(6)
The following is a quantum chemistry calculation of C6H8AgO6 as an isolated structure, from OMol25.

As for the charge: -1. The value obtained for the LUMO energy (alpha / beta) is 0.0626 / 0.0740 Ha.

Cartesian coordinates (Å):
Ag: -1.643 0.914 0.037
O: -1.068 -2.537 -2.855
O: 5.076 0.470 -0.510
O: -1.224 -0.448 -2.083
O: -2.923 -1.898 -1.873
O: 2.993 -0.238 -0.467
O: 4.498 -1.138 0.944
C: -1.770 -3.769 -2.618
C: 4.268 -0.326 0.021
C: -2.970 -3.335 -1.774
C: 1.917 0.152 0.439
C: -1.754 -1.520 -2.366
C: 1.100 1.298 -0.074
H: -3.929 -3.677 -2.174
H: -2.870 -3.608 -0.714
H: 1.385 1.540 -1.117
H: 1.339 2.211 0.506
H: -2.054 -4.188 -3.590
H: 1.300 -0.751 0.595
H: -1.098 -4.456 -2.093
H: 2.387 0.389 1.406


Number 1: F_max 4.25 eV Å⁻¹. Number 2: F_max 0.75 eV Å⁻¹. Number 3: F_max 3.18 eV Å⁻¹. Number 4: F_max 3.64 eV Å⁻¹. Number 5: F_max 2.66 eV Å⁻¹. Number 6: F_max 4.46 eV Å⁻¹.